Below is 3 unconnected molecules or ions with the total composition C9H24Cl2N2O2, with properties calculated with wB97M-V/def2-TZVPD.

Values from the calculation:
Relative energy (zero: lowest compared OMol25 entry of this formula, charge and spin) = 3.390 eV
Frontier orbital gap = 9.949 eV
Net charge = 0
F_max = 3.41 eV/Å
E_tot = -1537.51027 Eh
HOMO level = -9.3 eV
Lowest unoccupied orbital energy = 0.69 eV
SMILES = COC[C@H](C)N.COC[C@H](C)N.ClCCl

Cartesian coordinates (Å):
C  -2.159  -0.602  2.528
O  -0.836  -0.343  3.015
C  0.235  -1.282  2.529
C  1.680  -0.732  2.560
C  1.949  0.580  1.849
N  2.579  -1.658  1.882
H  -2.225  -0.664  1.441
H  -2.819  0.046  3.105
H  -2.482  -1.579  2.885
H  0.230  -2.326  2.842
H  0.059  -1.403  1.460
H  1.883  -0.591  3.622
H  1.282  1.409  2.089
H  1.774  0.741  0.786
H  2.910  1.002  2.145
H  3.455  -1.366  2.292
H  2.434  -2.570  2.290
C  0.080  2.560  0.040
O  0.404  1.327  -0.519
C  -0.665  0.753  -1.233
C  -0.207  -0.626  -1.710
C  0.315  -1.652  -0.701
N  0.851  -0.563  -2.700
H  0.972  3.110  0.339
H  -0.659  2.698  0.831
H  -0.306  3.129  -0.806
H  -1.584  0.633  -0.660
H  -0.865  1.216  -2.199
H  -1.057  -1.143  -2.156
H  1.189  -1.145  -0.292
H  0.529  -2.640  -1.108
H  -0.293  -1.808  0.190
H  1.681  -0.626  -2.127
H  0.836  0.411  -2.964
Cl  -3.039  2.515  -3.713
C  -2.325  1.030  -4.324
Cl  -0.535  1.103  -4.174
H  -2.700  0.078  -3.948
H  -2.571  0.979  -5.384